No. 1
Molecular formula: C3H6N4S
Method: DFT, ωB97M-V/def2-TZVPD

The SMILES is [H]/N=C\N(C=S)/C(N)=N/[H]. As for the net charge: 0. The calculation puts the HOMO-LUMO gap at 8.825 eV. The calculation puts the energy at -735.0190 Eh. Its molar mass is 130.176 g mol⁻¹. As for the relative energy (zero: lowest compared OMol25 entry of this formula, charge and spin): 332.8 kJ/mol.

The geometry in XYZ format:
```
14
C3H6N4S | OMol25 | ωB97M-V/def2-TZVPD
C -0.1713 -0.0940 0.9416
C 0.0062 1.1045 -1.0871
C 0.6427 -1.1458 -1.2741
H -1.4030 -1.3046 0.1177
H -1.7161 -1.1890 2.0417
H 0.1185 0.5905 2.5381
H 0.0007 0.9516 -2.1774
H 0.6359 2.5814 0.4474
H 1.1275 -0.7665 -2.2867
N -1.3087 -0.8520 1.1090
N 0.6511 0.6909 1.6051
N 0.1686 -0.1947 -0.4888
N 0.2716 2.3124 -0.5943
S 0.9764 -2.6845 -0.8923
```

No. 2
Molecular formula: C22H25N2O8S2Sr
Method: DFT, ωB97M-V/def2-TZVPD

As for the net charge: -1. The calculation puts the HOMO-LUMO gap at 7.406 eV. The calculation puts the energy at -2392.1131 Eh. Its molar mass is 597.202 g mol⁻¹. As for the relative energy (zero: lowest compared OMol25 entry of this formula, charge and spin): 45.8 kJ/mol.

The geometry in XYZ format:
```
60
C22H25N2O8S2Sr | OMol25 | ωB97M-V/def2-TZVPD
Sr -0.4570 0.6891 -0.0268
O -3.8274 2.8487 -1.9441
C -2.7171 2.4167 -1.6683
O -2.4356 1.4741 -0.8433
C -1.4864 2.9723 -2.4499
C -0.7343 1.8620 -3.2291
C 0.0262 2.4789 -4.3981
C 1.1598 3.2282 -3.6686
C 0.9127 2.8422 -2.2101
O 0.3682 1.4885 -2.3483
C -0.2794 3.6226 -1.6398
C -0.3822 3.5840 -0.0833
O -1.1743 4.3366 0.4648
O 0.4167 2.7421 0.4948
H -1.8975 3.6965 -3.1534
H -1.3327 0.9843 -3.4621
H -0.6091 3.1304 -4.9977
H 0.4267 1.6934 -5.0395
H 1.1037 4.3090 -3.8032
H 2.1405 2.8908 -4.0036
H 1.7808 2.8222 -1.5589
H -0.1965 4.6833 -1.8826
O -0.4386 -2.6234 -3.2760
C 0.5154 -3.4690 -2.8433
C 0.8947 -4.4954 -3.7132
C 1.8725 -5.3948 -3.3426
C 2.4936 -5.2906 -2.1002
C 2.1206 -4.2695 -1.2473
C 1.1352 -3.3424 -1.5888
C 0.7454 -2.2447 -0.6373
O -0.2987 -1.5563 -0.9292
N 1.5442 -2.1253 0.3966
N 1.2982 -0.9767 1.2032
C 1.7901 -1.1210 2.3601
S 1.7701 0.2478 3.5050
C 2.0124 -0.8092 4.9383
C 3.0463 -1.8577 4.5499
S 2.5563 -2.5826 2.9717
H -0.5719 -1.9832 -2.5322
H 0.3991 -4.5563 -4.6732
H 2.1549 -6.1866 -4.0270
H 3.2572 -5.9976 -1.8038
H 2.5894 -4.1606 -0.2785
H 1.0757 -1.2923 5.2236
H 2.3593 -0.1929 5.7680
H 3.1001 -2.6551 5.2917
H 4.0279 -1.3894 4.4626
C -2.5635 1.4888 4.1209
C -3.3623 0.2494 3.7319
C -2.3412 -0.5329 2.9198
O -1.4901 0.4473 2.3225
C -1.7808 1.7724 2.8518
H -1.8819 1.2626 4.9448
H -3.1911 2.3323 4.4078
H -4.2089 0.5341 3.1044
H -3.7395 -0.3208 4.5808
H -2.7785 -1.1432 2.1277
H -1.7244 -1.1775 3.5576
H -2.3593 2.3268 2.1086
H -0.8339 2.2893 2.9941
```